136
Properties=species:S:1:pos:R:3:mulliken_charge:R:1 method="wB97M-V/def2-TZVPD" max_force_ha_per_bohr=0.026 gap_ev="6.00 / 6.22" total_charge=+1 homo_ev="-9.53 / -9.54"
W -0.2434 0.9781 1.1969 0.4442
C 2.7776 -1.9630 1.8559 -1.7787
C 2.0860 -0.8524 1.1412 -0.0399
N 0.8098 -0.9106 0.9977 1.6581
N 0.1752 -2.0707 1.4252 -1.2471
C -0.5920 -2.5956 0.5275 -0.6070
O -1.8701 -0.3428 1.6763 -0.5023
C -1.4244 -3.7300 1.0346 0.1155
C -0.8451 -4.9456 1.3725 -0.1131
C -1.6391 -5.9873 1.8351 -0.8914
C -3.0073 -5.8086 1.9761 -0.6216
C -3.5853 -4.5881 1.6484 -1.1066
C -2.7977 -3.5528 1.1731 0.0627
C 2.7300 0.4391 0.6742 1.4978
C 4.4129 1.3695 -0.3502 -0.0260
C 4.3752 2.8478 -0.1831 -2.2697
C 3.3029 3.4705 0.2689 -1.6652
C 1.9509 2.8153 0.4270 -0.7529
N 1.8032 1.5131 1.0841 -0.2216
H 2.0732 -2.3531 2.5904 0.6925
H 3.6878 -1.6247 2.3335 0.5835
H 3.0335 -2.7844 1.1833 -0.0106
H 0.2260 -5.0738 1.2739 0.4599
H -1.1857 -6.9349 2.0961 0.4485
H -3.6236 -6.6178 2.3459 0.4300
H -4.6529 -4.4471 1.7599 0.4626
H -3.2369 -2.5997 0.9047 0.6867
H 5.3160 1.0595 -0.8697 1.0835
H 5.2968 3.3929 -0.3536 0.4630
H 3.3258 4.5401 0.4448 0.5940
H 1.3587 3.5056 1.0405 0.4976
C 0.8906 4.0036 -1.4579 -1.0638
N 1.2632 2.7359 -0.8667 1.2898
P 1.7829 1.4152 -1.8950 0.5549
C 3.1312 0.6275 -0.8707 1.5428
C 3.5054 -0.6452 -1.5832 -0.7762
C 4.4600 -1.5015 -1.2062 -0.8076
C 5.2864 -1.4261 0.0015 -0.8445
C 5.1600 -0.5462 0.9972 -1.2342
C 4.2445 0.6485 1.0152 0.1545
C 2.7275 2.2364 -3.2502 1.7471
C 1.9621 2.8609 -4.2374 -0.4015
C 2.5528 3.4675 -5.3341 -0.9467
C 3.9305 3.4230 -5.4886 -0.6379
C 4.7039 2.7675 -4.5439 -0.8499
C 4.1088 2.1812 -3.4351 -0.7919
P -0.7992 3.0655 2.1470 0.9883
C -1.6980 4.4733 1.4965 1.0587
C -2.6356 4.2924 0.4770 -0.0298
C -3.2967 5.3824 -0.0646 -0.9205
C -3.0222 6.6635 0.3934 -0.6280
C -2.0798 6.8537 1.3950 -0.8008
C -1.4198 5.7689 1.9474 -0.8716
C -0.1467 3.5289 3.7494 0.5727
C 1.1734 3.2041 4.0638 -0.3169
C 1.6669 3.4846 5.3280 -0.7271
C 0.8440 4.0630 6.2849 -0.6215
C -0.4762 4.3703 5.9806 -0.8488
C -0.9726 4.1081 4.7153 -0.4911
H 0.1204 3.8478 -2.2159 0.2105
H 1.7261 4.5421 -1.9196 0.2652
H 0.4568 4.6338 -0.6752 0.3574
H 2.9597 -0.8678 -2.4962 0.4009
H 4.6433 -2.3528 -1.8517 0.5004
H 6.0426 -2.1953 0.1045 0.4305
H 5.8335 -0.6401 1.8419 0.4458
H 4.4204 1.2678 1.8934 0.3787
H 0.8819 2.8740 -4.1444 0.3197
H 1.9381 3.9614 -6.0753 0.4290
H 4.3967 3.8816 -6.3507 0.3897
H 5.7774 2.7083 -4.6701 0.4624
H 4.7347 1.6659 -2.7273 0.3094
H -2.8416 3.3010 0.1027 0.2106
H -4.0247 5.2311 -0.8508 0.4576
H -3.5376 7.5139 -0.0330 0.4113
H -1.8543 7.8519 1.7458 0.4355
H -0.6797 5.9291 2.7199 0.4732
H 1.7950 2.7067 3.3282 0.4132
H 2.6929 3.2407 5.5709 0.4623
H 1.2306 4.2713 7.2740 0.4104
H -1.1200 4.8091 6.7312 0.4225
H -2.0044 4.3413 4.4809 0.4984
O -0.0185 0.5355 3.1802 -0.2538
C -0.9833 0.5320 4.0955 -0.1381
C -0.6477 0.5445 5.4512 -0.6279
C -1.6301 0.6648 6.4145 -0.7292
C -2.9771 0.7748 6.0696 -0.9657
C -3.3332 0.7350 4.7362 -0.7183
C -2.3547 0.6050 3.7529 0.5266
C -2.6459 0.4077 2.3295 -0.0673
N -1.3767 1.2170 -0.1628 0.7719
C -2.6709 0.9786 -0.5533 -0.0925
C -3.7435 0.8731 0.2529 -1.0171
N -3.6888 0.9344 1.6699 0.2514
H 0.3988 0.4845 5.7191 0.5396
H -1.3449 0.6809 7.4588 0.4469
H -3.7341 0.8648 6.8358 0.4638
H -4.3803 0.7635 4.4548 0.4875
H -2.8415 0.8891 -1.6224 0.2581
H -4.7324 0.7546 -0.1662 0.5073
H -4.3500 1.5121 2.1671 0.3329
N -0.6796 -2.1523 -0.7461 0.8950
P -1.0811 -3.0496 -1.9979 1.0876
C 0.0894 -4.4087 -2.2403 0.5901
C -0.1481 -5.4695 -3.1125 -0.4381
C 0.8098 -6.4555 -3.2876 -0.7313
C 2.0127 -6.3859 -2.5987 -0.8064
C 2.2623 -5.3224 -1.7435 -0.7210
C 1.3084 -4.3314 -1.5675 -0.5317
C -0.9354 -1.9810 -3.4336 0.8265
C -1.4283 -2.3952 -4.6706 -0.4422
C -1.2508 -1.5967 -5.7878 -0.9269
C -0.5771 -0.3864 -5.6720 -0.8596
C -0.0791 0.0197 -4.4433 -0.7403
C -0.2539 -0.7756 -3.3190 0.7941
C -2.7470 -3.7426 -2.0686 0.4613
C -3.0249 -5.0554 -1.6962 -0.3766
C -4.3350 -5.5090 -1.6722 -0.8996
C -5.3737 -4.6530 -2.0073 -0.6180
C -5.1048 -3.3387 -2.3667 -0.8534
C -3.7965 -2.8852 -2.3991 -0.7744
H -1.0839 -5.5344 -3.6535 0.3860
H 0.6165 -7.2799 -3.9610 0.4684
H 2.7567 -7.1601 -2.7326 0.4149
H 3.2026 -5.2648 -1.2108 0.5243
H 1.5092 -3.4906 -0.9143 0.3242
H -1.9625 -3.3339 -4.7608 0.3924
H -1.6367 -1.9155 -6.7468 0.4375
H -0.4334 0.2361 -6.5458 0.4712
H 0.4618 0.9538 -4.3584 0.5264
H 0.1484 -0.4760 -2.3600 -0.7629
H -2.2240 -5.7205 -1.4006 0.4761
H -4.5429 -6.5297 -1.3797 0.4526
H -6.3954 -5.0094 -1.9883 0.4146
H -5.9147 -2.6704 -2.6286 0.4699
H -3.5876 -1.8606 -2.6846 0.3739

---

143
Properties=species:S:1:pos:R:3:lowdin_spin:R:1 method="wB97M-V/def2-TZVPD" max_force_ha_per_bohr=0.039 s2=2.051 multiplicity=3 gap_ev="6.65 / 6.69" total_charge=+1 homo_ev="-9.33 / -10.03"
Mo -0.7902 -0.0989 -0.0819 0.7104
C 7.1186 -2.2713 2.4980 0.0000
C 6.0120 -1.6292 3.0285 0.0000
C 4.8305 -1.5741 2.3030 0.0000
C 4.7334 -2.1488 1.0414 0.0002
C 5.8370 -2.8393 0.5397 0.0000
C 7.0212 -2.8880 1.2578 0.0000
P 3.1355 -1.9269 0.1280 0.0003
C 3.1986 -3.4978 -0.8386 0.0000
C 3.1003 -4.6541 -0.0606 0.0000
C 3.0813 -5.9090 -0.6436 0.0000
C 3.1513 -6.0333 -2.0250 0.0001
C 3.2553 -4.8955 -2.8079 0.0000
C 3.2695 -3.6359 -2.2212 0.0000
C 3.6364 -0.6059 -1.0653 0.0005
C 4.6981 -0.8358 -1.9416 0.0001
C 5.1040 0.1186 -2.8574 0.0003
C 4.4615 1.3428 -2.8868 0.0001
C 3.4094 1.5839 -2.0201 0.0006
C 2.9697 0.6395 -1.0869 0.0042
Si 1.4452 1.0970 0.0037 0.0426
C 2.1035 1.1193 1.8198 0.0038
C 3.1292 1.9285 2.3095 0.0003
C 3.5066 1.8832 3.6426 0.0002
C 2.8789 1.0096 4.5229 0.0012
C 1.8529 0.1989 4.0677 0.0018
C 1.4752 0.2568 2.7256 0.0140
P -0.0051 -0.6243 2.1437 0.0411
C 0.1868 -2.4052 2.4331 0.0020
C -0.8636 -3.2174 2.0024 0.0035
C -0.8446 -4.5771 2.2621 0.0003
C 0.2254 -5.1327 2.9504 -0.0002
C 1.2816 -4.3316 3.3569 0.0001
C 1.2695 -2.9686 3.0966 -0.0003
C -1.1519 -0.1386 3.4893 0.0007
C -1.1752 1.2115 3.8386 0.0010
C -1.9164 1.6406 4.9246 0.0005
C -2.6487 0.7258 5.6695 -0.0004
C -2.6341 -0.6153 5.3247 0.0004
C -1.8872 -1.0507 4.2390 -0.0006
C 1.1434 2.9675 -0.3609 0.0035
C 2.1698 3.9152 -0.4263 0.0009
C 1.9326 5.2227 -0.8165 -0.0001
C 0.6506 5.6182 -1.1751 0.0006
C -0.3953 4.7178 -1.0758 -0.0005
C -0.1525 3.4098 -0.6570 0.0104
P -1.5005 2.2879 -0.1681 0.0646
C -2.9444 2.4879 -1.2788 0.2371
C -3.4787 1.2382 -1.9489 0.0716
C -4.5630 1.5035 -2.9248 0.2115
C -5.1365 2.7253 -3.0568 0.0084
C -4.7324 3.8080 -2.2484 0.2900
C -3.6477 3.6613 -1.3748 0.0041
C -2.1495 3.2238 1.2758 0.0164
C -1.3880 4.1897 1.9305 0.0043
C -1.9389 4.9206 2.9739 0.0004
C -3.2423 4.6838 3.3829 0.0033
C -3.9881 3.6866 2.7704 0.0001
C -3.4418 2.9563 1.7296 0.0049
H 8.0496 -2.3035 3.0487 0.0000
H 6.0604 -1.1805 4.0135 0.0000
H 3.9676 -1.0772 2.7166 0.0000
H 5.7789 -3.3575 -0.4084 0.0000
H 7.8691 -3.4226 0.8487 0.0000
H 3.0553 -4.5626 1.0187 0.0000
H 3.0233 -6.7944 -0.0231 0.0000
H 3.1292 -7.0121 -2.4860 0.0000
H 3.3377 -4.9825 -3.8842 0.0000
H 3.3469 -2.7681 -2.8603 0.0000
H 5.2228 -1.7783 -1.9147 0.0000
H 5.9127 -0.1001 -3.5431 0.0000
H 4.7759 2.1104 -3.5833 0.0000
H 2.9212 2.5450 -2.0654 0.0001
H 3.6424 2.6117 1.6441 0.0001
H 4.3063 2.5211 3.9979 0.0000
H 3.1839 0.9632 5.5602 0.0001
H 1.3280 -0.4521 4.7572 0.0002
H -1.6860 -2.7662 1.4561 0.0027
H -1.6611 -5.2058 1.9305 0.0000
H 0.2345 -6.1936 3.1634 0.0000
H 2.1194 -4.7707 3.8837 0.0000
H 2.1072 -2.3523 3.3964 0.0000
H -0.5742 1.9174 3.2819 0.0005
H -1.9109 2.6850 5.1986 0.0000
H -3.2161 1.0593 6.5287 0.0000
H -3.1873 -1.3335 5.9156 0.0000
H -1.8646 -2.1036 3.9912 0.0000
H 3.1821 3.6217 -0.1770 0.0001
H 2.7488 5.9330 -0.8536 0.0000
H 0.4620 6.6317 -1.5049 0.0000
H -1.3981 5.0381 -1.3217 -0.0007
H -2.6565 0.7055 -2.4463 0.0287
H -4.8697 0.6897 -3.5707 0.0090
H -5.9257 2.8704 -3.7840 -0.0051
H -5.2376 4.7598 -2.3326 0.0170
H -3.3535 4.5131 -0.7738 -0.0044
H -0.3733 4.3925 1.6115 0.0002
H -1.3474 5.6853 3.4611 0.0000
H -3.6737 5.2653 4.1876 0.0002
H -5.0027 3.4885 3.0922 0.0000
H -4.0274 2.1905 1.2407 0.0009
C -5.4888 -1.4061 -1.1697 0.0007
C -5.1008 -0.2341 -0.2524 0.0075
C -6.2004 0.8340 -0.2734 0.0058
C -4.9442 -0.7628 1.1810 0.0020
C -3.7418 0.2701 -0.7224 0.0671
N -2.6763 -0.0273 -0.1293 0.0532
H -6.4500 -1.8109 -0.8507 0.0000
H -4.7419 -2.1994 -1.1098 0.0000
H -5.5813 -1.0905 -2.2094 0.0004
H -7.0715 0.4577 0.2637 0.0008
H -6.5091 1.0704 -1.2855 0.0019
H -5.8752 1.7571 0.2106 0.0006
H -5.8969 -1.1669 1.5246 0.0003
H -4.6367 0.0316 1.8638 0.0000
H -4.1954 -1.5537 1.2249 -0.0003
C 0.1267 -3.8513 -1.3802 0.0001
C -0.2109 -2.4948 -2.0109 0.0079
C 0.9127 -2.0293 -2.9501 -0.0010
C -1.5358 -2.5887 -2.7846 0.0011
N -0.3670 -1.5087 -0.9918 -0.0102
H 0.3304 -4.5852 -2.1599 0.0004
H -0.7090 -4.2046 -0.7749 0.0001
H 1.0034 -3.7615 -0.7407 0.0000
H 1.1223 -2.7791 -3.7134 -0.0003
H 1.8133 -1.8395 -2.3694 0.0000
H 0.6207 -1.0902 -3.4219 0.0004
H -1.4387 -3.2856 -3.6173 -0.0002
H -1.8080 -1.6015 -3.1655 0.0013
H -2.3336 -2.9390 -2.1270 0.0001
C -1.2997 0.5949 -5.0886 0.0037
P -0.5859 1.6053 -3.7110 0.0288
C -1.3689 3.2145 -4.1685 0.0094
C 1.0673 1.9447 -4.4526 0.0025
H -1.1343 1.1064 -6.0376 0.0006
H -2.3727 0.4553 -4.9445 0.0007
H -0.8215 -0.3842 -5.1275 0.0000
H -1.1744 3.4326 -5.2202 0.0016
H -0.9402 4.0075 -3.5583 0.0000
H -2.4464 3.1830 -4.0054 0.0017
H 0.9626 2.1675 -5.5157 0.0006
H 1.7386 1.0964 -4.3220 0.0000
H 1.5014 2.8102 -3.9510 0.0001

---

174
Properties=species:S:1:pos:R:3:mulliken_charge:R:1 method="wB97M-V/def2-TZVPD" max_force_ha_per_bohr=0.074 gap_ev=8.44 total_charge=+1 e_above_lowest_kcal_mol=0.0 homo_ev=-11.00
C 3.1396 -1.1731 1.0197 -0.9211
C 4.3474 -1.6616 0.1880 -0.2193
C 4.3930 -0.9871 -1.1749 -1.1472
N 3.0711 -1.1642 -1.8317 0.5623
C 3.1530 -1.0618 -3.2807 -1.7760
O 4.0145 -0.0288 -3.6808 -0.5198
C 3.3766 1.2123 -3.4281 -0.9953
C 2.0992 1.3690 -4.2528 -0.4184
C 1.7876 2.8760 -4.2683 -0.4624
Cl 0.2294 3.3691 -5.0094 -0.1395
C 2.0256 3.6850 -2.9645 -0.4298
C 3.2810 4.5731 -3.0150 -1.7673
N 1.0298 0.3358 -3.8491 0.8543
C -0.0004 0.2640 -4.9897 -0.7277
C -1.4624 0.5490 -4.7002 -2.0703
C -2.2313 -0.4626 -3.8488 1.8381
C -3.7359 -0.1842 -4.0049 -1.2601
C -4.6008 -1.1951 -3.2225 -1.0767
C -5.2394 -0.6078 -1.9752 -0.9320
C -4.2943 -0.2980 -0.8146 -0.8640
C -3.5093 -1.4779 -0.2861 -0.3067
O -4.3189 -2.2212 0.6448 -0.3509
C -3.7477 -2.3896 1.8572 0.7332
C -2.4199 -3.0796 1.9240 -0.8573
O -4.2918 -2.0184 2.8334 -0.5440
P 0.4871 0.7093 -2.1513 1.3767
C -0.0360 -0.6986 -1.1396 -0.7304
C -0.7946 1.9820 -1.9763 -0.9746
C 1.8079 -0.9879 -3.9953 -0.8932
C 0.9771 -2.2151 -3.6792 0.7632
C 1.2785 -3.4442 -4.5208 0.0821
C 2.3323 -3.5268 -5.4354 -0.8247
C 2.5759 -4.6900 -6.1653 -1.0380
C 1.7682 -5.8147 -5.9876 -0.7370
C 0.7084 -5.7410 -5.0921 -0.6976
C 0.4511 -4.5783 -4.3523 1.2764
C -0.7263 -4.5913 -3.4063 -1.7403
H 2.3639 -1.9354 1.0215 0.1383
H 2.7103 -0.2659 0.6068 0.2259
H 3.4176 -1.0251 2.0576 0.3441
H 5.2645 -1.4756 0.7320 0.2857
H 4.2019 -2.7260 0.0145 0.3464
H 4.6087 0.0730 -1.0945 0.3453
H 5.1466 -1.4888 -1.7848 0.3757
H 2.8019 -2.1072 -1.5806 0.2484
H 3.6186 -1.9740 -3.6625 1.1786
H 3.1993 1.3361 -2.3653 0.4930
H 4.0463 1.9878 -3.7823 0.3017
H 2.4160 1.0906 -5.2528 0.6279
H 2.5193 3.2742 -4.9599 1.0009
H 1.1829 4.3610 -2.8802 0.3865
H 1.9921 3.0596 -2.0809 0.3895
H 3.9979 4.2540 -3.7642 0.4279
H 3.0215 5.6117 -3.1750 0.3726
H 3.7830 4.5205 -2.0520 0.3739
H 0.3164 0.9499 -5.7650 0.5631
H 0.0282 -0.6996 -5.4880 0.6512
H -1.9351 0.4839 -5.6802 0.8046
H -1.6525 1.5638 -4.3757 0.1706
H -2.0730 -1.4765 -4.2114 0.5181
H -2.0253 -0.3520 -2.7876 -1.5093
H -4.0047 -0.1459 -5.0557 0.5244
H -3.9473 0.7974 -3.5802 0.4597
H -5.4129 -1.5174 -3.8674 0.4726
H -4.0099 -2.0768 -2.9850 0.4517
H -5.9653 -1.3301 -1.6003 0.6085
H -5.8026 0.2930 -2.2056 0.2445
H -4.8830 0.0706 0.0215 0.6075
H -3.6007 0.5045 -1.0743 0.1552
H -3.1508 -2.1453 -1.0668 0.0464
H -2.6457 -1.0920 0.2517 0.5115
H -2.0721 -3.4535 0.9670 0.2464
H -1.6890 -2.3559 2.2787 0.2697
H -2.4542 -3.8649 2.6659 0.3421
H 0.7777 -1.1205 -0.5669 -0.3405
H -0.5453 -1.5010 -1.6690 0.0038
H -0.7739 -0.3084 -0.4437 0.5739
H -0.5925 2.9664 -2.3720 0.2486
H -0.9333 2.0842 -0.9047 0.5389
H -1.7670 1.6747 -2.3618 0.0735
H 2.0575 -1.0251 -5.0492 1.2144
H -0.0816 -2.0162 -3.8226 -1.2037
H 1.0633 -2.5156 -2.6410 0.9708
H 2.9889 -2.6862 -5.5961 0.3791
H 3.3926 -4.7516 -6.8662 0.4380
H 1.9744 -6.7137 -6.5419 0.4053
H 0.0700 -6.5994 -4.9463 0.4657
H -0.8924 -5.5823 -3.0045 0.5767
H -1.6237 -4.3382 -3.9742 0.3255
H -0.6535 -3.8584 -2.6125 0.2106
C 10.6210 -3.4079 1.0766 -0.4222
C 9.9768 -4.4971 0.5040 -0.4706
C 8.6395 -4.7346 0.7751 -0.4793
C 7.9693 -3.8679 1.6183 -0.0626
C 8.5930 -2.7805 2.2029 -0.0633
C 9.9310 -2.5533 1.9268 -0.5994
N 6.5458 -4.1008 1.8989 1.1288
O 6.0121 -5.0661 1.3932 -0.6344
O 5.9834 -3.3009 2.6222 -0.5238
H 11.6647 -3.2243 0.8593 0.3908
H 10.5168 -5.1620 -0.1553 0.3886
H 8.1320 -5.5803 0.3358 0.4786
H 8.0478 -2.1195 2.8616 0.4987
H 10.4351 -1.7080 2.3738 0.4107
C -10.2883 3.3399 -1.7849 -0.2154
C -9.4649 2.2342 -1.6191 -0.5600
C -8.7019 1.7722 -2.6776 -0.1254
C -8.7767 2.4315 -3.8907 -0.0650
C -9.5968 3.5285 -4.0793 -0.3838
C -10.3571 3.9832 -3.0137 -0.6324
N -7.9498 1.9550 -5.0096 1.0103
O -7.2438 0.9826 -4.8127 -0.6054
O -8.0094 2.5587 -6.0588 -0.6055
H -10.8799 3.6986 -0.9522 0.3776
H -9.4172 1.7328 -0.6618 0.4774
H -8.0614 0.9119 -2.5567 0.4876
H -9.6424 4.0243 -5.0373 0.4642
H -11.0013 4.8417 -3.1409 0.3931
C 6.9683 -3.8011 7.8536 -0.4940
C 7.5928 -2.6399 8.2922 -0.4580
C 7.5306 -1.4844 7.5300 -0.4950
C 6.8348 -1.5146 6.3355 -0.3206
C 6.2133 -2.6609 5.8790 0.2442
C 6.2823 -3.8128 6.6456 -0.7609
N 6.7399 -0.2891 5.5275 1.0599
O 7.3107 0.7017 5.9294 -0.6239
O 6.0918 -0.3416 4.4966 -0.5677
H 7.0147 -4.6984 8.4558 0.4203
H 8.1265 -2.6334 9.2321 0.4099
H 8.0125 -0.5785 7.8658 0.5056
H 5.6782 -2.6697 4.9407 0.5949
H 5.7978 -4.7169 6.3032 0.4806
C -7.0285 4.1657 3.6696 -0.4239
C -7.6220 2.9106 3.6332 -0.5465
C -8.8758 2.7520 3.0661 -0.2969
C -9.5129 3.8604 2.5400 0.1106
C -8.9423 5.1188 2.5716 -0.3326
C -7.6892 5.2677 3.1431 -0.4775
N -10.8343 3.6918 1.9147 1.0176
O -11.3167 2.5778 1.9074 -0.5890
O -11.3570 4.6731 1.4233 -0.6007
H -6.0473 4.2851 4.1093 0.4110
H -7.1075 2.0538 4.0454 0.4106
H -9.3448 1.7800 3.0346 0.4831
H -9.4618 5.9699 2.1577 0.4544
H -7.2271 6.2444 3.1751 0.3805
C 1.1774 7.2833 1.8209 -0.4882
C 1.2330 6.6480 0.5869 -0.3551
C 0.1734 5.8645 0.1618 -0.1412
C -0.9309 5.7331 0.9840 -0.1218
C -1.0033 6.3530 2.2172 -0.3745
C 0.0628 7.1329 2.6349 -0.5036
N -2.0670 4.9171 0.5297 1.0801
O -1.9691 4.3613 -0.5520 -0.6409
O -3.0344 4.8387 1.2523 -0.5967
H 2.0044 7.8989 2.1480 0.3955
H 2.1019 6.7669 -0.0457 0.4035
H 0.2079 5.3688 -0.7967 0.4793
H -1.8741 6.2340 2.8440 0.4875
H 0.0221 7.6265 3.5955 0.3830
C 1.5007 -0.4719 6.0713 -0.6918
C 0.4138 -0.6794 6.9115 -0.4165
C 0.4423 -1.7023 7.8464 -0.5214
C 1.5673 -2.5012 7.9233 0.0239
C 2.6547 -2.3147 7.0931 -0.4375
C 2.6184 -1.2910 6.1608 0.0503
N 1.6151 -3.5798 8.9259 1.0356
O 0.6396 -3.7370 9.6288 -0.6050
O 2.6295 -4.2453 8.9852 -0.6171
H 1.4776 0.3318 5.3470 0.4388
H -0.4566 -0.0419 6.8416 0.3934
H -0.3980 -1.8699 8.5031 0.4632
H 3.5227 -2.9534 7.1658 0.5196
H 3.4650 -1.1316 5.5046 0.3587